Entry 1:
Density functional theory data (wB97M-V/def2-TZVPD) for a structure of composition C52H44AsAuN3P3Se2.

Positions of all 106 atoms, in Å:
1 Au 0.702 1.540 0.163
2 Se -6.346 0.040 -0.683
3 P -4.895 -1.412 -0.186
4 C -5.331 -2.296 1.340
5 C -4.411 -2.559 2.350
6 C -4.819 -3.224 3.501
7 C -6.136 -3.636 3.640
8 C -7.057 -3.374 2.633
9 C -6.660 -2.697 1.490
10 C -4.770 -2.655 -1.505
11 C -5.101 -3.990 -1.318
12 C -5.100 -4.862 -2.402
13 C -4.762 -4.405 -3.665
14 C -4.410 -3.072 -3.850
15 C -4.420 -2.199 -2.776
16 C -3.194 -0.883 0.046
17 C -2.441 0.293 0.140
18 N -1.162 -0.103 0.314
19 N -1.109 -1.422 0.297
20 N -2.321 -1.914 0.131
21 P -2.778 2.051 0.235
22 Se -1.020 3.313 -0.029
23 C -3.557 2.367 1.844
24 C -3.066 3.363 2.684
25 C -3.624 3.545 3.943
26 C -4.668 2.735 4.364
27 C -5.167 1.748 3.523
28 C -4.614 1.561 2.266
29 C -3.930 2.493 -1.065
30 C -4.989 3.354 -0.817
31 C -5.853 3.685 -1.850
32 C -5.651 3.160 -3.119
33 C -4.575 2.316 -3.367
34 C -3.710 1.982 -2.341
35 H -3.380 -2.256 2.235
36 H -4.101 -3.427 4.285
37 H -6.447 -4.156 4.538
38 H -8.088 -3.690 2.741
39 H -7.378 -2.455 0.715
40 H -5.349 -4.358 -0.332
41 H -5.362 -5.902 -2.252
42 H -4.773 -5.084 -4.509
43 H -4.136 -2.711 -4.834
44 H -4.173 -1.152 -2.917
45 H -2.246 3.986 2.355
46 H -3.237 4.317 4.596
47 H -5.097 2.872 5.349
48 H -5.990 1.119 3.842
49 H -5.029 0.806 1.609
50 H -5.150 3.746 0.180
51 H -6.692 4.343 -1.661
52 H -6.337 3.406 -3.919
53 H -4.424 1.911 -4.360
54 H -2.868 1.324 -2.522
55 C 4.176 0.765 -0.028
56 C 4.568 1.825 0.997
57 As 6.304 2.710 0.662
58 C 7.270 1.071 0.185
59 C 7.870 0.381 1.236
60 C 8.527 -0.823 1.015
61 C 8.604 -1.344 -0.270
62 C 8.018 -0.659 -1.326
63 C 7.352 0.540 -1.101
64 C 5.934 3.427 -1.112
65 C 4.645 3.719 -1.549
66 C 4.435 4.301 -2.794
67 C 5.513 4.600 -3.614
68 C 6.806 4.331 -3.178
69 C 7.013 3.756 -1.933
70 P 2.495 0.113 0.262
71 C 2.627 -0.638 1.919
72 C 3.773 -1.319 2.334
73 C 3.850 -1.858 3.608
74 C 2.789 -1.714 4.492
75 C 1.652 -1.024 4.098
76 C 1.572 -0.489 2.819
77 C 2.380 -1.223 -0.969
78 C 3.191 -2.355 -0.930
79 C 3.105 -3.311 -1.930
80 C 2.209 -3.145 -2.978
81 C 1.399 -2.021 -3.025
82 C 1.484 -1.065 -2.023
83 H 4.877 -0.070 -0.031
84 H 4.165 1.176 -1.039
85 H 4.653 1.387 1.992
86 H 3.801 2.601 1.064
87 H 7.822 0.789 2.241
88 H 8.987 -1.347 1.844
89 H 9.122 -2.278 -0.447
90 H 8.073 -1.061 -2.331
91 H 6.886 1.053 -1.933
92 H 3.789 3.499 -0.920
93 H 3.425 4.517 -3.122
94 H 5.350 5.049 -4.585
95 H 7.653 4.571 -3.809
96 H 8.025 3.557 -1.597
97 H 4.630 -1.409 1.677
98 H 4.744 -2.387 3.915
99 H 2.851 -2.134 5.488
100 H 0.825 -0.897 4.784
101 H 0.676 0.034 2.510
102 H 3.885 -2.508 -0.113
103 H 3.737 -4.190 -1.889
104 H 2.135 -3.898 -3.753
105 H 0.691 -1.893 -3.834
106 H 0.837 -0.195 -2.045

The energy is -282200.5438 eV.

These are the Löwdin partial charges, in e, on atoms 1 to 6:
1 Au 0.330
2 Se 0.366
3 P 0.548
4 C -0.359
5 C -0.070
6 C -0.076


Entry 2:
Density functional theory data (wB97M-V/def2-TZVPD) for a structure of composition C52H44CaCl4N6O5P2Si.

Positions of all 115 atoms, in Å:
1 Ca 0.715 2.252 -0.735
2 C 3.912 0.253 0.400
3 Si 2.078 -0.281 0.569
4 C 2.196 -1.979 -0.377
5 C 2.851 -3.078 0.200
6 C 3.044 -4.268 -0.483
7 C 2.606 -4.392 -1.797
8 C 1.958 -3.326 -2.397
9 C 1.730 -2.140 -1.692
10 P 0.712 -0.777 -2.398
11 C 1.064 -0.939 -4.186
12 C 2.389 -0.723 -4.577
13 C 2.744 -0.717 -5.915
14 C 1.778 -0.915 -6.894
15 C 0.458 -1.109 -6.519
16 C 0.102 -1.120 -5.175
17 C -0.947 -1.562 -2.217
18 C -1.838 -0.997 -1.312
19 C -3.102 -1.544 -1.111
20 C -3.486 -2.678 -1.806
21 C -2.598 -3.269 -2.699
22 C -1.344 -2.717 -2.899
23 C 2.026 -0.987 2.375
24 C 3.120 -0.860 3.246
25 C 3.115 -1.401 4.522
26 C 2.007 -2.109 4.979
27 C 0.902 -2.228 4.154
28 C 0.898 -1.657 2.880
29 P -0.589 -1.722 1.808
30 C -0.985 -3.518 1.753
31 C -1.640 -4.227 2.761
32 C -1.885 -5.586 2.631
33 C -1.474 -6.261 1.488
34 C -0.826 -5.568 0.478
35 C -0.590 -4.205 0.605
36 C -1.913 -1.103 2.921
37 C -1.671 -0.325 4.051
38 C -2.721 0.235 4.771
39 C -4.033 0.042 4.366
40 C -4.289 -0.718 3.231
41 C -3.242 -1.279 2.520
42 H 4.625 -0.558 0.594
43 H 4.128 1.095 1.063
44 H 4.080 0.609 -0.622
45 H 3.223 -2.997 1.216
46 H 3.548 -5.096 0.004
47 H 2.771 -5.310 -2.349
48 H 1.629 -3.408 -3.426
49 H 3.145 -0.539 -3.822
50 H 3.775 -0.537 -6.193
51 H 2.052 -0.899 -7.942
52 H -0.310 -1.242 -7.273
53 H -0.937 -1.248 -4.904
54 H -1.538 -0.125 -0.749
55 H -3.786 -1.061 -0.423
56 H -4.473 -3.100 -1.659
57 H -2.888 -4.162 -3.242
58 H -0.664 -3.184 -3.600
59 H 3.997 -0.321 2.909
60 H 3.982 -1.277 5.162
61 H 2.002 -2.552 5.969
62 H 0.026 -2.762 4.506
63 H -1.973 -3.708 3.653
64 H -2.399 -6.118 3.423
65 H -1.667 -7.323 1.385
66 H -0.507 -6.077 -0.424
67 H -0.100 -3.671 -0.201
68 H -0.651 -0.153 4.374
69 H -2.505 0.829 5.651
70 H -4.850 0.481 4.927
71 H -5.306 -0.865 2.887
72 H -3.456 -1.864 1.632
73 Cl -5.459 0.964 -4.635
74 C -4.557 1.396 -3.216
75 C -5.212 1.510 -2.002
76 Cl -6.917 1.227 -1.862
77 C -4.460 1.867 -0.872
78 Cl -5.229 1.999 0.687
79 C -3.108 2.101 -0.952
80 O -2.314 2.411 0.098
81 C -2.388 1.941 -2.186
82 O -1.123 2.051 -2.221
83 C -3.183 1.616 -3.310
84 Cl -2.351 1.449 -4.814
85 O 2.161 2.545 -2.548
86 N 2.521 3.175 -3.575
87 C 3.530 4.028 -3.444
88 C 4.207 4.281 -2.212
89 N 4.789 4.501 -1.241
90 C 3.948 4.729 -4.613
91 N 4.318 5.302 -5.543
92 O 3.394 3.273 2.555
93 C 3.003 4.022 1.673
94 C 3.375 5.510 1.610
95 C 2.510 6.050 0.479
96 C 1.772 4.807 0.009
97 O 0.887 4.793 -0.859
98 N 2.165 3.692 0.652
99 H 4.443 5.580 1.405
100 H 3.181 5.968 2.581
101 H 3.080 6.443 -0.362
102 H 1.790 6.813 0.783
103 N -2.753 3.441 2.701
104 C -1.489 3.424 3.454
105 C -0.313 3.441 2.493
106 N -0.109 2.183 1.780
107 H -3.538 3.161 3.277
108 H -2.779 2.631 0.932
109 H -2.943 4.377 2.359
110 H -1.460 2.498 4.031
111 H -1.413 4.261 4.160
112 H 0.606 3.687 3.025
113 H -0.474 4.248 1.764
114 H -0.953 1.622 1.735
115 H 0.640 1.629 2.177

The energy is -168806.5422 eV. Its charge is -2.

These are the Löwdin partial charges, in e, on atoms 1 to 6:
1 Ca 1.211
2 C -0.263
3 Si 0.572
4 C -0.319
5 C -0.107
6 C -0.105


> Which of these has the lowest energy?

C52H44AsAuN3P3Se2